This record from the Open Molecules 2025 dataset describes 4 unconnected molecules or ions with the total composition C19H46Cl3O12P3. The level of theory is the ωB97M-V functional and the def2-TZVPD basis.

Last column: Mulliken charge in e.
Positions of all 83 atoms, in Å:
C (-5.464, 4.987, 0.941)  -1.224
C (-5.928, 4.063, -0.223)  -0.190
O (-5.615, 2.745, 0.156)  -0.242
P (-6.140, 1.531, -0.787)  0.768
O (-7.596, 1.366, -1.006)  -0.719
O (-5.433, 0.249, -0.098)  -0.236
C (-5.952, -1.023, -0.453)  -0.079
C (-5.203, -2.161, 0.208)  -0.954
O (-5.265, 1.811, -2.140)  -0.381
C (-3.967, 1.149, -2.384)  0.408
C (-3.025, 2.000, -3.248)  -1.165
H (-4.465, 4.752, 1.308)  0.317
H (-5.405, 6.015, 0.586)  0.380
H (-6.124, 4.940, 1.807)  0.316
H (-6.976, 4.114, -0.519)  0.358
H (-5.312, 4.214, -1.110)  0.222
H (-7.015, -1.051, -0.213)  0.350
H (-5.777, -1.012, -1.528)  0.238
H (-4.200, -2.287, -0.200)  -0.069
H (-5.024, -1.859, 1.240)  0.400
H (-5.804, -3.066, 0.302)  0.365
H (-3.469, 0.922, -1.441)  0.189
H (-4.198, 0.151, -2.756)  0.068
H (-2.143, 1.413, -3.506)  0.203
H (-3.489, 2.282, -4.193)  0.329
H (-2.565, 2.834, -2.718)  0.385
C (3.453, 1.373, 2.097)  -1.134
C (4.922, 0.943, 2.428)  -0.202
O (5.002, 0.637, 3.799)  -0.259
P (6.529, 0.623, 4.510)  0.841
O (7.654, 0.284, 3.639)  -0.727
O (6.634, 2.094, 5.086)  -0.243
C (7.919, 2.749, 5.312)  -0.337
C (8.523, 2.321, 6.676)  -1.033
O (6.409, -0.356, 5.801)  -0.307
C (5.401, -0.041, 6.767)  -0.182
C (5.760, -0.521, 8.263)  -1.204
H (2.707, 0.610, 2.316)  0.209
H (3.115, 2.063, 2.871)  0.321
H (3.291, 1.817, 1.115)  0.397
H (5.250, 0.083, 1.843)  0.305
H (5.592, 1.728, 2.077)  0.311
H (8.613, 2.540, 4.497)  0.322
H (7.867, 3.836, 5.363)  0.325
H (8.782, 1.277, 6.851)  0.264
H (9.342, 2.985, 6.955)  0.436
H (7.812, 2.765, 7.373)  0.265
H (5.248, 1.029, 6.906)  0.298
H (4.417, -0.368, 6.433)  0.355
H (5.892, -1.603, 8.264)  0.320
H (6.688, -0.161, 8.708)  0.293
H (4.990, -0.207, 8.966)  0.376
C (1.806, -3.162, -3.670)  -1.352
C (0.390, -3.751, -3.996)  -0.047
O (-0.439, -2.846, -4.788)  -0.263
P (-1.251, -1.645, -4.143)  0.824
O (-0.829, -1.117, -2.819)  -0.461
O (-1.330, -0.611, -5.355)  -0.327
C (-0.186, -0.045, -5.927)  -0.206
C (-0.448, -0.196, -7.443)  -1.135
O (-2.788, -2.243, -4.040)  -0.400
C (-2.968, -3.421, -3.260)  0.033
C (-4.479, -3.603, -2.931)  -1.312
H (2.431, -2.960, -4.540)  0.365
H (1.892, -2.368, -2.928)  0.306
H (2.382, -3.929, -3.152)  0.467
H (0.701, -4.638, -4.548)  0.332
H (-0.028, -4.111, -3.057)  0.220
H (-0.147, 1.032, -5.762)  0.283
H (0.738, -0.457, -5.519)  0.350
H (-0.912, -1.174, -7.575)  0.306
H (-1.209, 0.539, -7.706)  0.296
H (0.407, -0.038, -8.101)  0.352
H (-2.563, -4.318, -3.729)  0.285
H (-2.443, -3.298, -2.313)  0.163
H (-4.561, -4.390, -2.181)  0.426
H (-4.979, -2.678, -2.644)  0.079
H (-5.041, -4.047, -3.753)  0.428
Cl (0.463, -2.897, -0.561)  -0.133
C (-0.040, -1.553, 0.551)  0.084
Cl (-0.033, -1.829, 2.309)  -0.162
Cl (-1.585, -0.981, 0.104)  0.053
H (0.789, -0.845, 0.532)  0.098

The gap between HOMO and LUMO comes out at 10.8 eV. The SMILES is CCOP(=O)(OCC)OCC.CCOP(=O)(OCC)OCC.CCOP(=O)(OCC)OCC.ClC(Cl)Cl. The energy above the lowest of the compared OMol25 structures with the same formula, charge and spin is 36.8 kcal/mol. As for the HOMO energy: -10.3 eV. As for the lowest unoccupied orbital energy: 0.01894 hartree.